Entry 1:
The following is a DFT calculation (ωB97M-V/def2-TZVPD) of a cluster of 12 separate species, C7H37NO11 in total at a distorted geometry.

The value obtained for the LUMO energy (alpha / beta) is -4.39 / -8.60 eV. The charge is +1. Its HOMO energy (alpha / beta) is -0.4693 / -0.4692 Eh. The calculation puts the energy above the lowest of the compared OMol25 structures with the same formula, charge and spin at 0.633 eV. The value obtained for the total energy is -1170.87790 a.u. Its multiplicity is 2. As for the expectation value of S²: 0.75.

Each line ends with the natural charge from an NBO analysis.
Positions of all 56 atoms, in Å:
1 C 1.30169 -2.33946 -0.01202  -0.620
2 C -0.24242 -1.71022 0.08727  -0.051
3 C -0.46658 -0.88647 -1.21426  -0.469
4 C 0.50046 0.22490 -1.44134  -0.538
5 C -1.09301 1.98921 -0.74711  -0.082
6 C 0.03613 1.71126 -1.43416  0.327
7 C 0.94612 2.73762 -2.06995  -0.741
8 N -1.17961 -2.81417 -0.01257  -0.873
9 H 1.46276 -2.99024 -0.79012  0.233
10 H 1.92401 -1.47038 -0.19530  0.184
11 H 1.55438 -2.89679 0.92278  0.226
12 H -0.47182 -1.11217 0.99535  0.216
13 H -0.36204 -1.58044 -2.10433  0.227
14 H -1.58505 -0.66053 -1.38428  0.241
15 H 0.96150 -0.05104 -2.48408  0.296
16 H 1.41836 0.07683 -0.85907  0.314
17 H -1.47869 2.96404 -0.76146  0.216
18 H -1.50755 1.20984 -0.16872  0.218
19 H 0.39052 3.39628 -2.77157  0.280
20 H 1.92767 2.47229 -2.52194  0.306
21 H 1.37411 3.38940 -1.31732  0.298
22 H -0.93452 -3.52873 -0.76782  0.385
23 H -1.26348 -3.26028 0.84894  0.381
24 H 3.35149 -0.04280 2.46991  0.458
25 H 2.34059 -1.09851 2.47993  0.462
26 O 2.91881 -0.62686 3.10494  -0.918
27 H 1.41161 -1.87178 -3.00025  0.459
28 H 2.54229 -2.61412 -3.75316  0.500
29 O 2.32610 -2.18288 -2.87639  -0.950
30 H -3.45381 0.24507 1.86527  0.502
31 H -2.85266 -0.94642 1.24961  0.459
32 O -3.06200 -0.61755 2.13985  -0.959
33 H -3.02189 -2.43880 -0.59886  0.484
34 H -3.84919 -1.39898 -1.19470  0.450
35 O -3.51324 -2.22566 -1.43784  -0.952
36 H -1.17706 2.79107 2.69768  0.509
37 H -1.05700 3.75724 1.39632  0.473
38 O -1.63781 3.52049 2.10309  -0.961
39 H -3.80041 2.02794 3.13499  0.478
40 H -3.13593 2.47927 1.95678  0.479
41 O -3.81431 1.97631 2.22540  -0.939
42 H 3.67628 -0.19478 -2.18377  0.482
43 H 3.67971 0.80501 -0.98188  0.482
44 O 3.91101 0.67567 -1.90348  -0.974
45 H -1.64824 -1.74621 -4.10399  0.456
46 H -1.88493 -3.12091 -3.56234  0.476
47 O -1.58101 -2.67905 -4.35439  -0.924
48 H 4.08310 2.09432 0.61718  0.492
49 H 2.87301 1.66575 1.51116  0.515
50 O 3.32160 1.57043 0.55264  -0.992
51 H -1.67687 -0.21969 3.12534  0.504
52 H -0.75979 -0.68867 4.33715  0.496
53 O -0.80793 -0.07804 3.55233  -1.025
54 H 1.35937 2.43143 3.84619  0.493
55 H 0.60930 1.50769 2.84725  0.501
56 O 1.11684 2.37326 2.94108  -0.988



Entry 2:
The following is a DFT calculation (ωB97M-V/def2-TZVPD) of a cluster of 13 separate species, C7H38O12 in total at a distorted geometry.

The value obtained for the LUMO energy is -0.15 eV. Its HOMO energy is -0.3389 Eh. The calculation puts the energy above the lowest of the compared OMol25 structures with the same formula, charge and spin at 1.815 eV. The value obtained for the total energy is -1192.32103 a.u.

Each line ends with the natural charge from an NBO analysis.
Positions of all 57 atoms, in Å:
1 C -2.97499 1.69181 -1.66477  -0.604
2 C -1.52598 1.21406 -1.69274  -0.402
3 C -1.03063 0.89143 -0.26917  -0.390
4 C 0.48312 0.70364 -0.29317  -0.441
5 C 2.00724 0.13706 3.22936  -0.651
6 C 1.47232 -0.03478 1.81565  -0.184
7 C 1.18974 0.99024 1.00604  -0.171
8 H -3.15676 2.50731 -0.95082  0.194
9 H -3.18163 2.10143 -2.65903  0.204
10 H -3.68503 0.92362 -1.36622  0.212
11 H -1.52260 0.32593 -2.31839  0.209
12 H -0.88936 2.01694 -2.07216  0.182
13 H -1.68563 0.19835 0.23704  0.233
14 H -1.19102 1.81187 0.32459  0.172
15 H 0.75942 -0.35675 -0.32052  0.186
16 H 0.89292 1.19346 -1.17556  0.218
17 H 2.58799 1.04199 3.33777  0.211
18 H 2.57764 -0.72295 3.50190  0.208
19 H 1.15024 0.10085 3.90481  0.215
20 H 1.64769 -1.00853 1.36441  0.176
21 H 1.21718 1.98611 1.43060  0.183
22 H -3.15160 -1.35060 2.71324  0.490
23 H -1.67067 -0.93261 2.56678  0.502
24 O -2.50760 -0.68817 2.98140  -0.972
25 H 3.83503 -1.51548 -0.83500  0.499
26 H 3.58661 -2.78009 -1.51264  0.476
27 O 3.14993 -2.19921 -0.87440  -0.966
28 H -1.87617 1.98464 3.82293  0.453
29 H -2.85203 0.97856 3.18015  0.501
30 O -2.70657 1.93439 3.35612  -0.980
31 H 1.35274 -1.87422 -1.65708  0.490
32 H 1.00452 -3.36665 -1.41796  0.491
33 O 0.72618 -2.55879 -1.89630  -1.002
34 H 1.88681 4.01108 0.40313  0.499
35 H 3.05126 3.40836 0.96267  0.457
36 O 2.64250 3.46975 0.08833  -0.960
37 H -0.21453 -2.13457 0.52190  0.517
38 H -1.51339 -2.48114 1.32936  0.481
39 O -1.03616 -1.77547 0.87845  -0.991
40 H 1.07939 -4.46500 0.44953  0.485
41 H 2.10741 -3.31531 0.73973  0.508
42 O 1.26511 -3.52860 0.32389  -0.966
43 H 0.98286 0.27486 -4.34766  0.474
44 H 0.51017 -0.74418 -3.25132  0.485
45 O 0.60846 -0.58793 -4.19362  -0.954
46 H -0.61613 4.28508 0.56930  0.484
47 H -0.23819 3.64596 1.84422  0.486
48 O 0.11950 4.24953 1.18171  -0.954
49 H -1.45767 -2.20020 -3.17226  0.478
50 H -1.64249 -0.87854 -3.76098  0.474
51 O -2.16919 -1.57666 -3.34797  -0.948
52 H -3.44652 -3.42098 -0.09109  0.478
53 H -2.92804 -1.97329 0.21791  0.498
54 O -3.55946 -2.66085 0.46792  -0.976
55 H 3.77775 1.24211 -1.89303  0.476
56 H 3.36736 1.17372 -0.45828  0.492
57 O 3.39092 0.63741 -1.25870  -0.961



Entry 3:
The following is a DFT calculation (ωB97M-V/def2-TZVPD) of a cluster of 14 separate species, C7H38O14 in total at a distorted geometry.

The value obtained for the LUMO energy is -0.38 eV. Its HOMO energy is -0.3046 Eh. The calculation puts the energy above the lowest of the compared OMol25 structures with the same formula, charge and spin at 2.305 eV. The value obtained for the total energy is -1342.82881 a.u.

Each line ends with the natural charge from an NBO analysis.
Positions of all 59 atoms, in Å:
1 C 3.44543 0.80226 1.92826  -0.611
2 C 2.91316 0.31710 0.59346  -0.462
3 C 1.41219 0.34775 0.53687  -0.200
4 C 0.73985 -0.19348 -0.48800  -0.212
5 C -0.71541 -0.26112 -0.48756  -0.333
6 C -1.54800 -0.15482 -1.51378  0.303
7 O -0.99135 -0.25858 -2.81336  -0.746
8 C -2.91948 0.38462 -1.61071  -0.690
9 H 4.32329 0.24492 2.27613  0.217
10 H 2.76334 0.76597 2.80705  0.201
11 H 3.76778 1.82821 1.76196  0.203
12 H 3.15303 1.12466 -0.11774  0.231
13 H 3.33948 -0.63749 0.30397  0.213
14 H 0.86204 0.88643 1.28572  0.195
15 H 1.26241 -0.60939 -1.35639  0.216
16 H -1.29220 -0.37654 0.47128  0.274
17 H -1.71849 -0.32198 -3.44027  0.483
18 H -3.44714 0.50714 -0.66238  0.243
19 H -3.61640 -0.26769 -2.14730  0.224
20 H -2.98314 1.40022 -2.04320  0.213
21 H -2.34576 1.84445 2.79462  0.486
22 H -2.63306 2.39993 1.35365  0.480
23 O -2.80248 1.69164 1.97039  -0.958
24 H -0.50541 2.11711 3.92810  0.486
25 H -1.54591 1.67811 4.83137  0.457
26 O -0.58464 1.55008 4.73478  -0.965
27 H 2.31827 0.10566 -3.43252  0.486
28 H 2.71629 -1.19322 -4.10226  0.469
29 O 2.01110 -0.53351 -4.09170  -0.957
30 H 0.14816 2.84057 -3.99551  0.477
31 H 0.07367 1.42968 -3.46999  0.511
32 O 0.49328 2.28869 -3.28093  -0.981
33 H 3.69083 2.52507 -2.29271  0.471
34 H 2.31218 2.33124 -2.82708  0.498
35 O 3.10279 1.81238 -2.57576  -0.975
36 H 0.34668 3.45797 2.63408  0.484
37 H -0.81793 3.22098 1.59795  0.511
38 O -0.58252 3.23186 2.55088  -1.001
39 H -2.11458 -4.22053 -0.27608  0.505
40 H -2.68782 -2.88402 -0.27942  0.480
41 O -2.61191 -3.62660 -0.90055  -0.982
42 H -2.81206 -0.28987 1.78785  0.500
43 H -1.70541 -1.23995 2.41416  0.504
44 O -2.38348 -1.17220 1.71346  -1.007
45 H -0.30507 -2.22184 -2.16565  0.488
46 H -0.95480 -3.47771 -1.72036  0.509
47 O -0.06451 -3.06904 -1.76549  -0.996
48 H -0.84626 -3.44103 1.28928  0.476
49 H 0.26871 -4.36000 0.68922  0.511
50 O -0.69167 -4.29979 0.87346  -0.985
51 H -1.88273 3.71050 -0.51196  0.492
52 H -0.42782 3.15149 -0.71337  0.517
53 O -1.08262 3.43266 -0.05531  -0.973
54 H 1.26859 -3.68325 -0.83195  0.507
55 H 2.56827 -3.52032 -0.22610  0.464
56 O 1.86835 -4.18950 -0.23029  -0.979
57 H 0.18181 -0.62747 3.83385  0.507
58 H 0.39143 -1.07895 2.32880  0.490
59 O -0.12234 -1.21947 3.13509  -0.971



Entry 4:
The following is a DFT calculation (ωB97M-V/def2-TZVPD) of a structure of composition C7H3F6N3O8S2V at a distorted geometry.

The value obtained for the LUMO energy (alpha / beta) is -10.99 / -10.63 eV. The charge is +2. Its HOMO energy (alpha / beta) is -0.6280 / -0.6280 Eh. The value obtained for the total energy is -3373.59455 a.u. Its multiplicity is 2. As for the expectation value of S²: 0.76.

Each line ends with the natural charge from an NBO analysis.
Positions of all 30 atoms, in Å:
1 V -0.12753 -0.12557 -0.60362  1.660
2 O 4.55725 3.43961 0.19121  -0.612
3 C 4.81763 2.15184 0.40862  0.769
4 O 5.91077 1.73676 0.63065  -0.478
5 C 3.68524 1.15705 0.34774  -0.169
6 C 3.93018 -0.20172 0.58158  0.131
7 N 2.78778 -0.86413 0.44640  -0.262
8 N 1.77052 -0.03606 0.14140  -0.346
9 C 2.33676 1.20386 0.09377  0.060
10 C 1.38343 2.25614 -0.29142  0.768
11 O 1.48747 3.41463 -0.39350  -0.365
12 O 0.15627 1.54415 -0.55200  -0.502
13 H 3.62623 3.63438 0.03755  0.498
14 H 4.86483 -0.69012 0.81986  0.302
15 H 2.63406 -1.85623 0.56811  0.459
16 F -3.26768 -1.89852 2.63631  -0.232
17 C -2.31438 -1.35527 1.95228  0.815
18 F -1.17441 -2.01936 2.05942  -0.287
19 F -2.12096 -0.09124 2.26842  -0.271
20 S -2.84649 -1.40494 0.13575  2.151
21 O -1.89800 -0.26261 -0.47420  -0.809
22 O -4.22010 -1.15032 0.01990  -0.719
23 N -2.26890 -2.73960 -0.45537  -1.124
24 S -1.12745 -2.71916 -1.50850  2.099
25 O 0.10125 -1.88921 -0.85130  -0.864
26 O -1.38114 -2.20860 -2.80652  -0.788
27 C -0.41967 -4.49100 -1.52371  0.871
28 F -0.19834 -4.83474 -0.28018  -0.261
29 F 0.68973 -4.39801 -2.21183  -0.258
30 F -1.31536 -5.23010 -2.10201  -0.238



Entry 5:
The following is a DFT calculation (ωB97M-V/def2-TZVPD) of a structure of composition C7H3MgNO4Se4 at a distorted geometry.

The value obtained for the LUMO energy is 4.40 eV. The charge is -2. Its HOMO energy is -0.0801 Eh. The calculation puts the energy above the lowest of the compared OMol25 structures with the same formula, charge and spin at 0.000 eV. The value obtained for the total energy is -10430.39847 a.u.

Each line ends with the natural charge from an NBO analysis.
Positions of all 20 atoms, in Å:
1 Mg 0.62153 2.18547 0.99160  1.649
2 O -1.90064 -3.84307 -1.69368  -0.767
3 C -0.72092 -3.40576 -1.70939  0.720
4 O 0.30999 -3.82665 -2.26832  -0.746
5 C -0.43815 -2.08946 -1.02180  -0.063
6 C -1.41060 -1.49693 -0.18708  -0.231
7 C -1.21679 -0.26659 0.37649  0.022
8 N -0.05606 0.38998 0.24703  -0.607
9 C 0.90847 -0.19185 -0.45637  0.087
10 C 0.77485 -1.41709 -1.13368  -0.193
11 C 2.20117 0.57806 -0.50239  0.742
12 O 3.09649 0.00531 -1.11302  -0.664
13 O 2.20773 1.72941 0.10492  -0.915
14 H -2.41265 -1.94711 -0.09728  0.234
15 H -1.99733 0.23705 0.92357  0.195
16 H 1.65533 -1.72034 -1.69547  0.269
17 Se 0.56362 1.98974 3.58584  -0.739
18 Se -1.22524 3.49449 3.47396  -0.136
19 Se -0.41647 5.24785 2.13961  -0.120
20 Se -0.54432 4.34749 0.03548  -0.736